Below is a molecular structure, C6H12S2 at a distorted geometry, with properties calculated with ωB97M-V with the def2-TZVPD basis set.

Results
max |F|: 3.810 eV/A
total energy: -28085.1741 eV
gap between HOMO and LUMO: 8.34 eV
molecular weight: 148.296 Da

Geometry (Å):
S 1.624610 0.191734 1.149778
S 1.467324 0.466453 -1.847923
C -1.670774 -0.000576 -1.468118
C -1.426451 1.268152 0.791331
C -1.056475 -1.299664 0.532258
C 3.310913 -0.164541 0.576215
C 0.846954 0.294994 -0.327444
C -1.067643 0.086158 -0.083543
H -1.429657 -0.920042 -1.938126
H -1.247752 2.255123 0.224127
H -2.796012 0.249361 -1.341965
H -1.222106 0.837948 -2.074658
H 3.756655 -0.970811 1.223171
H -0.873850 1.230864 1.656236
H 3.867792 0.771367 0.345459
H 3.184221 -0.693210 -0.419921
H -1.953140 -1.757344 0.820922
H -0.363626 -1.197836 1.344112
H -2.479108 1.292853 1.007570
H -0.471872 -1.940987 -0.169480

Cartesian forces, eV/Å:
S 1.149 -0.278 0.236
S -0.507 -0.151 1.177
C -0.939 3.475 0.641
C -0.873 1.184 -3.402
C 2.662 0.637 -0.671
C 0.185 -1.165 -1.096
C -3.339 0.095 -1.832
C 2.871 -0.352 -1.034
H -0.207 -0.819 -0.449
H 0.042 -1.453 0.870
H 1.635 -0.832 -0.510
H -0.617 -0.827 0.298
H -0.087 1.480 -0.182
H 1.180 0.192 2.162
H -0.089 -0.895 0.669
H 0.054 0.747 1.076
H -1.500 -0.387 0.296
H -0.187 -0.537 1.089
H -0.630 -0.232 0.332
H -0.803 0.119 0.333



Below is a molecular structure, C6H13AgO3 at a distorted geometry, with properties calculated with ωB97M-V with the def2-TZVPD basis set.

Results
max |F|: 2.495 eV/A
total energy: -16569.9450 eV
gap between HOMO and LUMO: 7.09 eV
molecular weight: 241.035 Da

Geometry (Å):
Ag -0.082562 -0.091778 -1.608866
O 0.177786 1.723387 -0.380955
O -1.631862 -0.313445 -0.102963
O 2.229373 -0.676485 0.287537
C 1.922316 -2.028230 0.128070
C 2.150103 0.154852 -0.876722
C -0.390314 1.439319 0.874058
C -1.772340 0.855063 0.689537
C -2.826153 -1.038576 -0.291014
C 1.809742 1.536788 -0.504276
H 1.957393 -2.478785 1.131495
H 3.077689 0.107833 -1.470809
H -3.621265 -0.385544 -0.685063
H 2.087413 2.249553 -1.291172
H 0.233023 0.697603 1.404610
H 2.537737 -2.487112 -0.665938
H 2.150313 1.847519 0.499920
H 0.889652 -2.307786 -0.151927
H -0.460294 2.347294 1.499501
H -2.212905 0.600844 1.667888
H -2.614327 -1.844674 -1.002434
H -3.162354 -1.476980 0.661421
H -2.448172 1.569334 0.188110

Cartesian forces, eV/Å:
Ag 1.399 -1.217 -1.669
O 1.688 1.247 0.191
O -0.869 -0.313 0.594
O -0.234 0.376 0.155
C -0.255 -0.525 0.012
C -0.857 -0.143 -0.441
C 0.608 0.010 0.548
C -0.221 0.317 0.120
C -0.439 -0.177 0.104
C -0.982 0.004 0.714
H 0.863 -0.102 -0.388
H -0.371 -0.026 0.080
H 0.160 -0.190 0.033
H -0.260 -0.184 0.369
H -0.190 0.186 -0.051
H 0.156 -0.152 0.668
H -0.179 0.043 -0.348
H -0.251 0.922 -0.390
H -0.031 -0.220 -0.107
H 0.152 -0.005 -0.196
H -0.084 0.216 0.178
H 0.028 0.096 -0.202
H 0.170 -0.161 0.026



Below is 2 unconnected molecules or ions with the total composition C6H13BO at a distorted geometry, with properties calculated with ωB97M-V with the def2-TZVPD basis set.

Results
max |F|: 4.584 eV/A
total energy: -9155.2013 eV
SMILES: C=C=CC.CB(C)O
gap between HOMO and LUMO: 9.82 eV
molecular weight: 111.981 Da

Geometry (Å):
O -0.576600 -0.800133 1.405081
C -1.794821 1.333246 1.418396
C 1.954007 -2.156080 0.383485
C 1.831548 0.898442 -1.490447
C 1.504401 0.335978 -0.140308
C -1.855884 -0.109890 -0.809709
C 1.931762 -0.866413 0.212066
B -1.324280 0.067148 0.631904
H -2.740658 1.078970 1.748750
H 2.639418 0.325730 -2.056644
H 1.250188 -2.907080 -0.063189
H -2.873151 0.217742 -0.631428
H 1.017988 0.897730 0.540360
H -1.877331 -1.159384 -1.304645
H 1.056463 0.835434 -2.145091
H -0.545845 -1.693264 1.110022
H 1.984638 1.980408 -1.468889
H 2.755472 -2.721272 0.889082
H -1.260956 1.597745 2.373541
H -1.722512 2.325462 0.872767
H -1.353844 0.519474 -1.475098

Cartesian forces, eV/Å:
O -1.342 0.934 0.362
C 3.197 2.529 0.161
C 0.874 -1.767 0.015
C 2.799 0.032 0.481
C 2.940 -2.763 -2.177
C -0.752 -3.208 0.222
C -1.428 0.396 -0.620
B 1.041 -0.409 1.296
H -2.498 -0.041 0.392
H -0.637 0.988 1.148
H 0.137 1.262 0.316
H -0.486 0.180 -0.765
H -1.676 1.837 2.105
H 0.101 1.593 1.024
H -2.866 -0.522 -1.678
H 0.365 -0.948 -0.624
H 0.702 -0.115 0.164
H -0.155 0.737 -0.145
H -0.096 -0.782 -0.801
H -0.793 -1.232 0.221
H 0.572 1.297 -1.097



Below is a single C6H13BO8S molecule, with properties calculated with ωB97M-V with the def2-TZVPD basis set.

Results
max |F|: 0.890 eV/A
total energy: -34326.4081 eV
SMILES: O=C(OCCCCS(=O)(=O)O)OCB(O)O
gap between HOMO and LUMO: 10.42 eV
molecular weight: 256.041 Da

Geometry (Å):
S -2.233965 2.048750 0.668810
O 4.333938 0.380513 -0.061771
O -1.609457 1.519777 1.845879
O -3.637894 2.296653 0.671765
O 2.587900 -2.281430 -0.107159
O -1.451628 3.383768 0.271943
O 0.409318 -2.122327 0.406584
O 1.973641 -2.023317 2.027780
O 2.197963 1.257705 -0.496821
C -0.444758 -1.064165 0.918387
C 1.679096 -2.097523 0.877619
C 2.669003 -1.247275 -1.104043
C -2.446443 -0.324481 -0.653132
C -1.832704 1.070432 -0.747024
C -1.853045 -1.309922 0.383815
B 3.074284 0.189456 -0.527854
H 1.571728 1.268702 -1.223800
H -1.830526 -2.296314 -0.080723
H 1.749929 -1.216867 -1.702451
H -2.227061 1.606335 -1.610589
H -0.428337 -1.102578 2.005955
H 4.531869 1.321612 0.002946
H 3.465610 -1.575338 -1.772999
H -2.412794 -0.764547 -1.650503
H -0.748933 1.051755 -0.843087
H -0.003447 -0.111386 0.632500
H -3.507597 -0.191603 -0.433360
H -2.537584 -1.401407 1.225528
H -1.038107 3.735023 1.075806

Cartesian forces, eV/Å:
S -0.009 -0.076 0.071
O -0.059 -0.006 -0.243
O 0.041 0.024 -0.012
O 0.007 0.064 -0.072
O 0.090 0.000 0.339
O -0.094 0.035 0.073
O 0.294 0.640 -0.544
O 0.046 0.181 0.235
O 0.322 0.159 -0.332
C -0.038 -0.392 0.398
C -0.173 -0.370 -0.224
C -0.065 0.077 -0.397
C -0.143 -0.025 0.114
C 0.078 -0.139 -0.232
C -0.008 -0.014 -0.066
B -0.055 -0.063 0.163
H -0.248 -0.151 0.133
H -0.033 -0.018 0.048
H -0.054 -0.068 0.132
H -0.088 0.044 0.073
H -0.001 -0.017 -0.012
H 0.010 -0.006 0.344
H -0.030 -0.072 0.023
H 0.152 0.061 -0.015
H 0.023 0.031 0.112
H -0.042 0.009 -0.052
H -0.011 -0.052 -0.055
H 0.033 0.154 0.036
H 0.053 -0.007 -0.039



Below is a molecular structure, C6H13CaO5 at a distorted geometry, with properties calculated with ωB97M-V with the def2-TZVPD basis set.

Results
2S+1: 2
max |F|: 4.278 eV/A
total energy: -35106.5465 eV
gap between HOMO and LUMO (spin up / spin down): 6.16 / 8.74 eV
molecular weight: 205.243 Da

Geometry (Å):
Ca -1.382687 -3.172449 0.336483
O -3.301275 -3.242863 0.365713
O 0.378587 -2.364509 0.396350
O 3.897290 1.367125 1.863598
O 3.336538 2.667503 0.009863
O -1.767719 -1.497535 -0.973938
C -0.726116 -0.528028 -0.708723
C 3.561280 1.384292 0.504379
C 2.272151 3.360983 0.625388
C 0.515218 -1.287349 -0.379976
C -3.917685 -2.403315 -0.557665
C -3.125142 -1.110566 -0.757916
H -3.173580 -0.489541 0.153418
H -0.588583 0.134038 -1.575901
H 2.576692 3.795069 1.592048
H 1.389290 -1.217551 -1.037783
H -1.081035 0.086587 0.143460
H -3.496391 -0.523824 -1.611789
H 4.431799 0.999375 -0.040331
H 1.408703 2.693243 0.791591
H -4.937635 -2.113537 -0.239412
H 2.668294 0.699692 0.286349
H 1.975685 4.173980 -0.046000
H -4.026399 -2.897071 -1.545499
H 3.112721 1.486251 2.406293

Cartesian forces, eV/Å:
Ca 0.694 -3.635 0.981
O -3.587 0.465 -0.348
O 3.381 2.618 -0.120
O 0.138 -0.043 0.092
O -0.021 0.194 -0.204
O -0.291 0.571 -0.835
C 0.371 0.563 0.205
C -0.654 -0.910 -0.352
C -0.103 -0.005 0.138
C 0.372 -0.366 -0.225
C -0.577 -0.110 0.016
C -0.350 0.297 0.081
H 0.007 -0.121 -0.192
H -0.006 -0.140 0.193
H -0.077 -0.130 -0.241
H -0.225 0.019 0.174
H 0.029 -0.146 -0.160
H 0.049 -0.085 0.175
H -0.227 0.132 0.176
H 0.112 0.144 -0.076
H 0.144 -0.009 -0.148
H 0.835 0.875 0.385
H 0.061 -0.202 0.159
H 0.001 0.108 0.204
H -0.077 -0.083 -0.077



Below is a molecular structure, C6H13CdO3 at a distorted geometry, with properties calculated with ωB97M-V with the def2-TZVPD basis set.

Results
2S+1: 2
max |F|: 3.351 eV/A
total energy: -17133.8369 eV
gap between HOMO and LUMO (spin up / spin down): 5.23 / 7.87 eV
molecular weight: 245.579 Da

Geometry (Å):
Cd 0.395350 -0.027042 1.488714
O -1.530650 1.358922 1.520958
O -0.277366 0.126799 -0.520716
O 1.762517 -1.405252 0.097313
C -0.846109 1.378438 -0.876737
C 1.210766 -2.484670 0.814499
C 0.112940 -0.759853 -1.555398
C -1.760226 1.860871 0.234635
C -0.315908 1.865185 2.195284
C 1.453771 -1.400402 -1.274754
H -0.664992 -1.533336 -1.607595
H 1.456939 -2.437259 -1.657471
H 1.547065 -3.447821 0.396446
H 1.543067 -2.386226 1.854507
H -0.602753 2.009528 3.249648
H -0.025456 2.846910 1.782803
H 0.140514 -0.225626 -2.517298
H -1.429639 1.259652 -1.802006
H -1.666226 2.962111 0.252773
H 0.109236 -2.432510 0.812820
H -0.048370 2.102838 -1.092572
H 2.226152 -0.797533 -1.785446
H -2.790623 1.566276 -0.010404

Cartesian forces, eV/Å:
Cd 1.108 -0.175 3.157
O -0.740 0.731 -0.228
O -0.261 0.168 -1.572
O 0.877 -0.077 -0.421
C 0.370 0.065 -0.844
C -0.113 -1.332 0.190
C -1.217 -0.226 -0.540
C -0.744 0.531 0.530
C -0.213 1.018 0.123
C 0.689 0.181 -0.354
H 0.026 0.141 -0.142
H 0.105 0.441 -0.077
H 0.050 0.158 -0.078
H -0.114 -0.149 -0.333
H 0.239 -0.191 -0.421
H -0.226 -0.193 0.000
H 0.013 -0.210 0.235
H 0.061 0.067 0.217
H -0.337 -0.188 -0.084
H 0.252 -0.297 0.036
H 0.035 -0.202 0.131
H -0.076 -0.454 0.382
H 0.217 0.192 0.093



Below is a molecular structure, C6H13Cl12GaN at a distorted geometry, with properties calculated with ωB97M-V with the def2-TZVPD basis set.

Results
max |F|: 2.654 eV/A
total energy: -210566.9364 eV
net charge: -1
gap between HOMO and LUMO: 6.65 eV
molecular weight: 594.336 Da

Geometry (Å):
Ga 3.857319 0.076087 -0.864061
Cl -1.843085 -0.461293 0.888005
Cl 0.257602 3.391763 7.098380
Cl 0.039578 -6.020023 -1.621785
Cl -2.197490 -4.429250 -2.595635
Cl -0.282886 -3.264345 -0.735321
Cl -1.789671 2.403154 5.277719
Cl 0.554406 3.775552 4.226416
Cl -0.407529 -1.581958 3.161042
Cl -3.268758 3.680051 0.044392
Cl -2.663067 2.165039 -2.368375
Cl -5.390262 2.251747 -1.349374
Cl -0.212773 1.264544 2.575326
N 2.097841 -0.823999 -0.753341
C -0.594700 3.677972 5.571583
C 0.113796 -0.336322 -2.449593
C -0.379375 -0.357089 1.881065
C -3.672610 2.245876 -0.914507
C 1.656354 -0.868733 -2.231428
C -0.502534 -4.396665 -2.080331
H 4.541147 0.065278 0.596127
H -1.121063 4.633082 5.644782
H 4.691332 -0.808253 -1.950210
H 0.091493 0.611744 -3.169803
H 2.372497 -1.812722 -0.470233
H 3.651787 1.563108 -1.450191
H 0.485530 -0.548077 1.240666
H -0.435031 -0.107865 -1.425647
H -0.462216 -1.213249 -3.000331
H -3.474091 1.358791 -0.307613
H 1.821452 -1.937813 -2.680138
H 0.106484 -4.054958 -2.921153
H 2.358522 -0.141175 -2.866429

Cartesian forces, eV/Å:
Ga 0.322 0.065 0.175
Cl -0.039 -0.076 0.115
Cl -0.087 0.077 -0.100
Cl -0.016 0.057 -0.101
Cl 0.098 -0.012 -0.044
Cl -0.031 -0.349 -0.337
Cl 0.047 0.298 0.219
Cl -0.111 0.243 0.314
Cl -0.051 0.059 -0.087
Cl -0.045 -0.205 -0.058
Cl -0.171 -0.032 0.292
Cl 0.056 -0.031 0.057
Cl -0.008 -0.508 -0.352
N -0.094 -1.342 -1.349
C -0.085 0.017 -0.133
C -0.055 -0.602 -0.573
C 0.309 0.202 0.012
C 0.223 -0.065 -0.063
C 0.279 0.656 -0.036
C 0.151 0.337 0.239
H -0.023 -0.028 0.015
H 0.197 -0.349 -0.014
H 0.033 0.030 0.073
H -0.003 -1.974 1.671
H -0.614 1.526 -0.607
H -0.118 -0.037 0.049
H -0.049 0.052 -0.170
H 1.336 -0.431 -2.252
H 0.791 1.898 1.077
H -0.044 0.347 -0.197
H -0.509 1.855 0.685
H -0.200 -0.097 0.280
H -1.489 -1.581 1.198



Below is 2 unconnected molecules or ions with the total composition C6H13ClFNO4S, with properties calculated with ωB97M-V with the def2-TZVPD basis set.

Results
max |F|: 0.926 eV/A
total energy: -42183.9101 eV
gap between HOMO and LUMO: 10.10 eV
molecular weight: 249.691 Da

Geometry (Å):
Cl 4.581282 -1.318525 -0.609500
S 3.058049 -1.245034 -3.124198
F 0.644576 -1.266045 -3.855523
O 3.006852 -2.674427 -3.178389
O -1.046692 0.173030 0.485356
O 2.232267 -0.749425 -1.816387
O 1.894611 -0.680339 -4.187896
N -1.596255 2.009248 1.649445
C 0.797185 -2.095619 0.005716
C 2.901586 -0.709738 -0.552121
C -1.905047 0.972755 0.829727
C -2.475024 3.045610 2.158095
C -3.336979 0.850946 0.367927
C 2.075384 -1.428751 0.523605
H 2.979853 0.342994 -0.293048
H 2.676513 -2.204483 0.998744
H 1.012314 -2.741978 -0.845039
H -3.417626 -0.020255 -0.274051
H -2.490396 3.022232 3.248764
H -3.636190 1.734259 -0.197076
H -2.121031 4.027003 1.838958
H -3.486330 2.905628 1.793272
H 0.071724 -1.327612 -0.259219
H 0.400091 -2.741782 0.789454
H 1.813362 -0.714918 1.305307
H -0.626111 2.033369 1.920906
H -4.007350 0.725745 1.218840

Cartesian forces, eV/Å:
Cl 0.085 -0.012 -0.103
S -0.352 0.009 -0.386
F 0.060 0.031 -0.125
O 0.115 -0.174 0.193
O -0.243 0.386 0.163
O 0.453 -0.132 -0.085
O 0.022 0.124 0.326
N -0.113 0.012 -0.017
C 0.237 0.085 -0.129
C -0.631 0.420 0.532
C 0.080 -0.098 -0.060
C 0.310 -0.048 0.046
C 0.017 -0.040 -0.024
C -0.190 -0.719 0.017
H 0.194 0.010 -0.167
H 0.232 0.145 -0.061
H 0.004 0.078 -0.060
H 0.064 -0.015 0.003
H -0.093 0.035 0.003
H -0.065 0.014 0.050
H -0.093 0.038 0.000
H -0.009 -0.020 -0.017
H 0.051 -0.495 -0.079
H -0.139 0.185 0.072
H 0.051 0.105 -0.077
H 0.000 0.010 0.006
H -0.046 0.067 -0.022



Question: Which formula does entry 7 have?
Answer: C6H13Cl12GaN



Question: total energy of number 2 (C6H13AgO3)?
Answer: -16569.9450 eV



Please write out number 2 again, unchanged.
Below is a molecular structure, C6H13AgO3 at a distorted geometry, with properties calculated with ωB97M-V with the def2-TZVPD basis set.

Results
max |F|: 2.495 eV/A
total energy: -16569.9450 eV
gap between HOMO and LUMO: 7.09 eV
molecular weight: 241.035 Da

Geometry (Å):
Ag -0.082562 -0.091778 -1.608866
O 0.177786 1.723387 -0.380955
O -1.631862 -0.313445 -0.102963
O 2.229373 -0.676485 0.287537
C 1.922316 -2.028230 0.128070
C 2.150103 0.154852 -0.876722
C -0.390314 1.439319 0.874058
C -1.772340 0.855063 0.689537
C -2.826153 -1.038576 -0.291014
C 1.809742 1.536788 -0.504276
H 1.957393 -2.478785 1.131495
H 3.077689 0.107833 -1.470809
H -3.621265 -0.385544 -0.685063
H 2.087413 2.249553 -1.291172
H 0.233023 0.697603 1.404610
H 2.537737 -2.487112 -0.665938
H 2.150313 1.847519 0.499920
H 0.889652 -2.307786 -0.151927
H -0.460294 2.347294 1.499501
H -2.212905 0.600844 1.667888
H -2.614327 -1.844674 -1.002434
H -3.162354 -1.476980 0.661421
H -2.448172 1.569334 0.188110

Cartesian forces, eV/Å:
Ag 1.399 -1.217 -1.669
O 1.688 1.247 0.191
O -0.869 -0.313 0.594
O -0.234 0.376 0.155
C -0.255 -0.525 0.012
C -0.857 -0.143 -0.441
C 0.608 0.010 0.548
C -0.221 0.317 0.120
C -0.439 -0.177 0.104
C -0.982 0.004 0.714
H 0.863 -0.102 -0.388
H -0.371 -0.026 0.080
H 0.160 -0.190 0.033
H -0.260 -0.184 0.369
H -0.190 0.186 -0.051
H 0.156 -0.152 0.668
H -0.179 0.043 -0.348
H -0.251 0.922 -0.390
H -0.031 -0.220 -0.107
H 0.152 -0.005 -0.196
H -0.084 0.216 0.178
H 0.028 0.096 -0.202
H 0.170 -0.161 0.026